{
  "formula": "C56H84O42",
  "method": "ωB97M-V/def2-TZVPD",
  "symbols": ["C", "C", "C", "O", "C", "O", "O", "H", "H", "H", "H", "H", "H", "C", "C", "C", "O", "C", "O", "O", "H", "H", "H", "H", "H", "H", "C", "C", "C", "O", "C", "O", "O", "H", "H", "H", "H", "H", "H", "C", "C", "C", "O", "C", "O", "O", "H", "H", "H", "H", "H", "H", "C", "C", "C", "O", "C", "O", "O", "H", "H", "H", "H", "H", "H", "C", "C", "C", "O", "C", "O", "O", "H", "H", "H", "H", "H", "H", "C", "C", "C", "O", "C", "O", "O", "H", "H", "H", "H", "H", "H", "C", "C", "C", "O", "C", "O", "O", "H", "H", "H", "H", "H", "H", "C", "C", "C", "O", "C", "O", "O", "H", "H", "H", "H", "H", "H", "C", "C", "C", "O", "C", "O", "O", "H", "H", "H", "H", "H", "H", "C", "C", "C", "O", "C", "O", "O", "H", "H", "H", "H", "H", "H", "C", "C", "C", "O", "C", "O", "O", "H", "H", "H", "H", "H", "H", "C", "C", "C", "O", "C", "O", "O", "H", "H", "H", "H", "H", "H", "C", "C", "C", "O", "C", "O", "O", "H", "H", "H", "H", "H", "H"],
  "coordinates": [[23.697, -0.103, 15.564], [24.003, -0.284, 17.056], [25.474, -0.154, 17.457], [25.501, 0.956, 18.341], [24.263, 1.385, 18.604], [24.006, 2.222, 19.401], [23.387, 0.778, 17.767], [23.866, -1.040, 15.027], [24.323, 0.705, 15.190], [22.623, 0.047, 15.471], [23.550, -1.216, 17.404], [26.197, 0.049, 16.664], [25.810, -1.058, 17.968], [34.755, 6.180, 11.297], [34.291, 6.548, 12.675], [33.434, 5.489, 13.459], [34.195, 5.233, 14.606], [35.231, 6.081, 14.711], [35.937, 6.169, 15.660], [35.375, 6.789, 13.568], [35.542, 6.820, 10.900], [33.952, 6.189, 10.559], [35.174, 5.169, 11.311], [33.648, 7.431, 12.637], [33.320, 4.618, 12.810], [32.442, 5.913, 13.599], [24.807, 11.025, 18.641], [25.015, 11.037, 17.140], [26.364, 11.711, 16.767], [27.144, 10.677, 16.174], [26.460, 9.528, 16.196], [26.876, 8.460, 15.833], [25.277, 9.679, 16.775], [25.658, 10.583, 19.163], [23.933, 10.444, 18.934], [24.717, 12.034, 19.049], [24.217, 11.410, 16.500], [26.756, 12.223, 17.644], [26.215, 12.495, 16.023], [27.690, 7.680, 10.200], [27.308, 7.690, 11.661], [26.380, 8.794, 12.252], [25.441, 8.056, 12.986], [25.660, 6.735, 12.914], [25.037, 5.940, 13.544], [26.600, 6.478, 11.990], [28.156, 6.745, 9.897], [28.427, 8.481, 10.084], [26.884, 7.933, 9.510], [28.196, 7.658, 12.302], [25.932, 9.312, 11.401], [27.004, 9.432, 12.872], [26.098, 3.644, 8.244], [25.769, 4.126, 9.646], [24.258, 4.192, 9.906], [24.086, 3.502, 11.140], [25.266, 2.906, 11.481], [25.373, 2.293, 12.496], [26.191, 3.122, 10.560], [25.523, 2.782, 7.899], [27.119, 3.272, 8.150], [25.922, 4.450, 7.529], [26.185, 5.096, 9.916], [23.702, 3.759, 9.075], [24.015, 5.247, 10.040], [33.633, 1.324, 13.943], [35.011, 1.092, 13.401], [35.217, -0.258, 12.663], [36.190, 0.130, 11.682], [36.209, 1.460, 11.546], [36.828, 2.113, 10.763], [35.285, 2.022, 12.345], [33.371, 2.369, 14.110], [33.510, 0.861, 14.924], [32.926, 0.830, 13.273], [35.748, 1.236, 14.197], [34.307, -0.530, 12.130], [35.643, -1.003, 13.327], [26.466, 3.549, 15.254], [27.580, 4.224, 14.459], [28.027, 5.510, 15.111], [29.461, 5.436, 15.114], [29.858, 4.227, 14.718], [30.989, 3.878, 14.512], [28.778, 3.433, 14.550], [26.388, 2.518, 14.905], [25.516, 4.058, 15.110], [26.800, 3.513, 16.293], [27.301, 4.406, 13.419], [27.541, 5.750, 16.054], [27.807, 6.344, 14.442], [29.546, 4.025, 10.399], [30.568, 3.277, 11.244], [30.219, 1.859, 11.678], [31.320, 1.050, 11.355], [32.149, 1.711, 10.542], [33.163, 1.267, 10.120], [31.683, 2.983, 10.364], [29.891, 4.943, 9.932], [28.681, 4.224, 11.042], [29.152, 3.360, 9.627], [31.020, 3.969, 11.956], [29.313, 1.505, 11.176], [29.978, 1.799, 12.742], [26.028, -1.493, 11.499], [27.082, -0.644, 12.203], [27.117, -0.664, 13.731], [28.487, -0.870, 14.032], [29.146, -1.301, 12.934], [30.294, -1.592, 12.900], [28.350, -1.178, 11.856], [26.073, -2.550, 11.760], [26.230, -1.426, 10.429], [25.011, -1.147, 11.684], [27.003, 0.427, 11.994], [26.575, -1.502, 14.187], [26.720, 0.226, 14.219], [22.281, 3.466, 13.906], [21.869, 4.887, 13.568], [21.475, 5.241, 12.133], [20.251, 5.954, 12.265], [19.750, 5.774, 13.512], [18.698, 6.163, 13.893], [20.596, 5.025, 14.232], [22.255, 3.334, 14.988], [23.297, 3.287, 13.555], [21.578, 2.725, 13.524], [22.543, 5.633, 13.991], [21.410, 4.332, 11.533], [22.176, 5.975, 11.735], [31.657, 7.651, 16.367], [30.344, 8.307, 16.734], [29.625, 7.521, 17.836], [29.152, 8.534, 18.711], [29.691, 9.721, 18.364], [29.471, 10.753, 18.915], [30.584, 9.553, 17.367], [32.289, 7.438, 17.233], [32.262, 8.259, 15.689], [31.573, 6.674, 15.885], [29.729, 8.530, 15.857], [30.338, 6.946, 18.435], [28.884, 6.827, 17.448], [34.924, 2.835, 17.891], [34.152, 4.125, 17.842], [32.719, 3.950, 17.346], [31.869, 4.648, 18.248], [32.626, 5.163, 19.227], [32.256, 5.892, 20.090], [33.881, 4.674, 19.134], [36.003, 2.904, 17.751], [34.599, 2.156, 17.095], [34.786, 2.284, 18.823], [34.683, 4.874, 17.252], [32.405, 2.904, 17.455], [32.489, 4.248, 16.326], [25.598, 5.982, 18.603], [24.226, 6.520, 18.179], [23.982, 6.420, 16.673], [22.765, 5.701, 16.596], [22.394, 5.224, 17.811], [21.480, 4.491, 17.983], [23.197, 5.735, 18.766], [26.447, 6.514, 18.180], [25.607, 4.914, 18.368], [25.661, 5.970, 19.693], [24.038, 7.531, 18.549], [24.847, 5.978, 16.180], [23.849, 7.440, 16.311], [30.828, 0.569, 15.972], [29.890, 0.674, 17.165], [30.544, 0.739, 18.541], [30.082, 1.989, 19.104], [29.263, 2.603, 18.247], [28.875, 3.727, 18.392], [29.172, 1.912, 17.114], [31.798, 1.014, 16.186], [30.405, 1.136, 15.141], [30.931, -0.450, 15.602], [29.141, -0.119, 17.187], [31.624, 0.892, 18.514], [30.265, -0.075, 19.205]],
  "mulliken_charge": [-0.9095, 0.3318, 0.4250, -0.3072, 0.5924, -0.5161, -0.3713, 0.4147, -0.1422, 0.4499, 0.3151, -0.4927, 0.3290, -1.3480, 0.5225, 1.1482, 0.1562, 0.3119, -0.5731, -0.4316, 0.3791, 0.3413, 0.2708, 0.1716, -0.5446, -0.5805, -1.4670, 0.3187, -0.5592, -0.3628, 0.1089, 0.1293, -0.1796, 0.3570, 0.3444, 0.4227, 0.3236, 0.3026, 0.2928, -1.6025, 0.6174, -0.3677, -0.4252, -0.4514, 0.0144, 0.4651, 0.0925, 0.4871, 0.4126, 0.0417, 0.4376, 0.2412, -1.7760, 1.7383, -0.6191, -0.2167, 0.2673, -0.1866, -0.0616, 0.4324, 0.3044, 0.4338, -0.8725, 0.3565, 0.3422, -0.4218, 0.0035, -0.3349, -0.4003, 0.5605, -0.5732, -0.2166, -0.1164, 0.3270, -0.0030, 0.4833, 0.2908, 0.3339, -0.2157, 2.7308, 2.5649, -0.3158, -0.8421, 0.8644, 0.0277, -0.7099, -0.3609, 0.3348, -1.3389, -1.0986, -1.0533, -1.5314, 1.7595, 0.8193, -0.2962, 0.3983, -0.5688, -0.4901, 0.4858, 0.1038, 0.3038, -0.6354, 0.0837, -0.6046, -1.7500, 2.0476, 0.3345, -0.2546, 0.5834, -0.5429, -0.4309, 0.4291, 0.4119, 0.3459, -0.7298, 0.0929, -0.5570, -1.0328, 1.4540, 0.1418, -0.4193, 0.4853, -0.5484, -0.4777, 0.2649, -0.1782, 0.5190, -0.5702, 0.2338, 0.0698, -1.4744, 1.3832, 0.9460, -0.4111, 0.4654, -0.5927, -0.4940, 0.3492, 0.4935, 0.0389, -0.2910, 0.2406, -0.7980, -1.5121, 1.3303, 1.2931, -0.0270, 0.2945, -0.5832, -0.4681, 0.3461, 0.1777, 0.4094, -0.0165, -0.9728, -0.5287, -1.0430, 0.9084, 0.8633, -0.2206, 0.4222, -0.5318, -0.4457, -0.0611, 0.1355, 0.5189, -0.0145, -0.6895, 0.1706, -0.0966, 0.3146, -0.5804, -0.4063, 0.0101, -0.4348, 0.3052, -0.2451, -0.5902, 0.6485, 0.4658, 0.2792, 0.3695],
  "lumo_energy_ev": -0.53,
  "total_energy_ev": -145433.50864,
  "homo_ha": -0.3883,
  "e_above_lowest_kj_mol": 184.7
}

{
  "formula": "C4H14N4",
  "method": "ωB97M-V/def2-TZVPD",
  "symbols": ["C", "C", "C", "C", "N", "H", "H", "H", "H", "H", "H", "H", "H", "H", "N", "N", "N", "H", "H", "H", "H", "H"],
  "coordinates": [[1.614, -0.282, -1.225], [-1.183, -0.813, -1.263], [-0.882, -1.863, 1.040], [-0.265, -1.192, -0.145], [0.982, -0.952, -0.116], [2.673, -0.170, -0.992], [1.172, 0.703, -1.395], [1.518, -0.859, -2.148], [-1.182, 0.277, -1.347], [-0.824, -1.217, -2.209], [-1.395, -2.772, 0.729], [-1.618, -1.197, 1.487], [-0.128, -2.113, 1.780], [-2.194, -1.163, -1.083], [0.223, 1.472, 2.054], [1.234, 0.831, 1.994], [-0.753, 2.372, -0.484], [-0.472, 2.017, 0.438], [-1.728, 2.638, -0.394], [1.356, 0.007, 1.333], [2.083, 1.050, 2.586], [-0.233, 3.228, -0.638]],
  "nbo_charge": [-0.4558, -0.7304, -0.6615, 0.3680, -0.5056, 0.1963, 0.2181, 0.1951, 0.2826, 0.2262, 0.2205, 0.2318, 0.2240, 0.2182, -0.2910, -0.3814, -1.1123, 0.3828, 0.3560, 0.3769, 0.2866, 0.3549],
  "lumo_energy_ev": 1.15,
  "total_energy_ev": -10332.92234,
  "homo_ha": -0.2855,
  "e_above_lowest_kj_mol": 278.1
}